Entry from OMol25: the molecule C5H9N3O2S at a distorted geometry (wB97M-V/def2-TZVPD).

Results
structure (SMILES): CN(n1ccnc1)S(C)(=O)=O
total charge: 0
frontier orbital gap: 10.275 eV
molecular weight: 175.2 g/mol
ΔE to the lowest compared entry with this formula, charge and spin: 66.8 kcal per mole

Geometry (Å):
C 0.990 -1.959 -0.243
N 0.636 -0.659 0.315
N -0.843 -0.258 -0.103
C -1.763 -0.049 0.885
C -2.852 0.416 0.300
N -2.564 0.475 -1.102
C -1.371 0.036 -1.295
S 1.780 0.420 -0.238
C 1.101 1.761 0.773
O 1.635 0.466 -1.681
O 3.061 0.036 0.251
H 1.213 -1.753 -1.286
H 1.872 -2.198 0.144
H 0.173 -2.630 -0.081
H -1.673 -0.581 1.848
H -3.743 0.696 0.874
H -0.682 -0.150 -2.121
H 1.813 2.470 0.985
H 0.231 2.131 0.110
H 0.986 1.331 1.665

Charges per atom according to Mulliken partitioning, unit e: -1.094 -0.248 0.192 -0.292 -0.358 -0.732 0.216 1.139 -1.029 -0.599 -0.615 0.424 0.449 0.322 0.342 0.356 0.388 0.525 0.270 0.342